Entry 1:
# C22H43ClNO8PS

A 5-piece molecular cluster, C22H43ClNO8PS overall (the ωB97M-V functional and the def2-TZVPD basis, OMol25).

```
77
Properties=species:S:1:pos:R:3:forces:R:3:mulliken_charge:R:1
H 2.4508 -4.1021 1.4447 1.07 -0.01 -0.80 0.29
N 3.1536 -4.1762 0.6503 -4.74 -2.10 -3.79 -0.56
C 2.3849 -4.6551 -0.4069 2.02 1.32 2.83 -0.15
C 0.7549 -4.9890 -0.2735 1.22 -0.61 -0.46 -0.54
C -0.1291 -3.6132 -0.4004 0.90 1.76 1.95 0.07
C -1.0564 -3.2875 0.9449 -0.96 -0.68 -1.06 -1.07
C -1.7719 -1.7885 0.8238 1.10 -0.49 -0.63 0.12
Cl -3.6047 -1.9972 1.2360 1.89 0.34 -0.11 -0.17
C -1.7175 -1.1944 -0.7378 0.62 -0.06 1.17 -0.02
P -2.6262 0.5271 -0.8177 0.03 2.27 -5.61 0.37
O -2.6583 1.1041 -2.3240 0.31 -1.97 4.57 -0.69
O -2.3238 -2.1641 -1.7096 2.79 -0.45 1.85 -0.28
S -1.2952 -3.5481 -1.8654 -2.07 -4.98 -5.38 1.15
O -0.5635 -3.5200 -3.2352 -1.97 0.92 5.41 -0.60
O -2.2437 -4.8053 -1.8187 3.37 5.03 0.81 -0.63
H 2.9646 -4.8377 -1.4258 -1.52 0.41 2.11 0.29
H 0.5206 -5.7775 -1.1146 0.14 1.72 1.67 0.36
H 0.6147 -5.5260 0.7818 0.03 1.41 -2.29 0.33
H 0.6247 -2.6939 -0.5067 -1.62 -2.07 -0.10 0.32
H -1.9374 -4.0912 0.9109 1.99 1.72 0.27 0.42
H -0.4260 -3.4116 1.9227 -1.21 0.44 -1.94 0.27
H -1.2377 -1.0607 1.5928 -1.44 -1.42 -1.65 0.31
H -0.5988 -0.9457 -1.0697 -2.37 -0.46 0.78 0.21
H -1.8576 1.5018 -0.0314 -0.67 -1.41 0.00 0.09
H -4.0057 0.4538 -0.4020 1.07 -0.38 0.41 0.09
C 0.7954 -0.3166 5.5435 0.36 0.55 -0.01 -0.52
C -0.5333 -0.8041 6.0608 -0.23 -0.30 0.52 -0.57
C -1.2695 -1.1352 4.7809 -0.45 0.03 -0.24 -0.45
O -0.2799 -1.5377 3.8239 0.08 0.11 0.14 -0.27
C 1.0164 -1.2125 4.3445 0.29 -0.32 -0.22 -0.45
H 1.6027 -0.3797 6.2774 -0.08 0.00 -0.13 0.34
H 0.7070 0.7271 5.2190 0.07 -0.10 0.04 0.24
H -0.3886 -1.7143 6.6547 -0.06 0.11 -0.03 0.26
H -1.0600 -0.0727 6.6789 0.03 -0.11 -0.10 0.33
H -1.7842 -0.2558 4.3795 -0.08 -0.01 0.07 0.28
H -2.0011 -1.9375 4.9136 0.10 0.05 -0.14 0.29
H 1.5045 -2.1495 4.6343 0.09 0.06 0.01 0.26
H 1.6165 -0.7325 3.5666 -0.11 -0.10 -0.02 0.27
C -4.6606 5.8710 0.6396 0.21 0.61 0.14 -0.57
C -5.2779 5.1220 -0.5131 -0.57 -0.15 -0.20 -0.56
C -4.2276 4.0736 -0.8086 0.26 -0.22 -0.38 -0.36
O -3.5738 3.7780 0.4333 -0.14 0.22 0.08 -0.23
C -3.9633 4.7639 1.3995 0.07 -0.35 0.30 -0.46
H -5.3864 6.4149 1.2494 0.11 -0.06 -0.04 0.33
H -3.9220 6.5885 0.2629 -0.08 -0.04 0.08 0.27
H -6.2064 4.6389 -0.1866 0.07 0.06 -0.08 0.27
H -5.5058 5.7528 -1.3760 0.04 -0.11 0.09 0.35
H -3.4705 4.4540 -1.5025 -0.08 -0.07 -0.09 0.21
H -4.6553 3.1578 -1.2266 0.19 0.05 0.04 0.26
H -4.6425 4.2831 2.1119 0.01 0.09 0.08 0.27
H -3.0819 5.1173 1.9416 -0.01 -0.12 -0.05 0.25
C 5.1815 -2.0293 -4.9326 -0.23 0.38 -0.49 -0.51
C 5.6246 -1.8758 -3.5006 0.54 0.11 0.33 -0.58
C 4.5870 -2.6900 -2.7589 -0.31 -0.13 0.28 -0.29
O 4.1700 -3.7384 -3.6443 0.20 0.27 -0.03 -0.36
C 4.6752 -3.4548 -4.9564 -0.04 -0.47 -0.12 -0.49
H 5.9762 -1.8470 -5.6605 -0.11 -0.05 0.06 0.33
H 4.3579 -1.3365 -5.1426 0.10 -0.08 -0.03 0.26
H 6.6160 -2.3252 -3.3690 -0.09 0.08 0.03 0.26
H 5.6726 -0.8371 -3.1638 -0.02 -0.13 -0.01 0.34
H 3.7058 -2.0860 -2.5177 0.03 0.07 0.08 0.18
H 4.9771 -3.1231 -1.8333 -0.12 -0.04 -0.08 0.31
H 5.4874 -4.1608 -5.1612 0.00 0.03 -0.10 0.27
H 3.8850 -3.6075 -5.6967 0.02 -0.06 0.16 0.27
C 0.9815 4.3036 -1.6092 -0.23 0.35 -0.43 -0.56
C 1.4246 4.4570 -0.1771 0.56 0.10 0.33 -0.56
C 0.3870 3.6429 0.5645 -0.38 -0.04 0.33 -0.33
O -0.0300 2.5944 -0.3208 0.25 0.26 0.07 -0.22
C 0.4752 2.8780 -1.6329 -0.07 -0.41 -0.44 -0.47
H 1.7762 4.4858 -2.3371 -0.11 -0.05 0.07 0.35
H 0.1579 4.9963 -1.8191 0.10 -0.08 -0.03 0.25
H 2.4160 4.0076 -0.0456 -0.08 0.08 0.03 0.25
H 1.4726 5.4957 0.1596 -0.02 -0.13 0.00 0.34
H -0.4942 4.2468 0.8057 0.01 0.02 0.06 0.08
H 0.7771 3.2097 1.4901 -0.09 -0.06 -0.09 0.28
H 1.2874 2.1720 -1.8378 0.02 0.03 -0.08 0.29
H -0.3150 2.7253 -2.3733 -0.01 -0.13 0.20 0.26
```
Forces are in eV/Å.

Properties
- LUMO energy: 0.22 eV
- SMILES: [H]/N=C\C[C@@H]1C[C@H](Cl)[C@H]([PH2]=O)OS1(=O)=O.C1CCOC1.C1CCOC1.C1CCOC1.C1CCOC1
- HOMO level: -9.4 eV

Entry 2:
# C44H42BF4IN4O4STeTi

C44H42BF4IN4O4STeTi as an isolated structure (the ωB97M-V functional and the def2-TZVPD basis, OMol25).

```
103
Properties=species:S:1:pos:R:3:forces:R:3:mulliken_charge:R:1
Ti 1.7101 -1.2163 -0.6123 -0.77 0.01 0.56 0.41
N 3.6090 -1.2298 3.3688 -0.05 -0.08 0.13 0.02
C 2.7326 -0.9761 4.4527 0.08 0.00 -0.14 -0.34
C 3.2486 -0.7296 5.7106 0.00 0.04 0.04 -0.71
C 2.3922 -0.4626 6.7705 -0.04 -0.01 -0.02 -0.58
C 1.0230 -0.4358 6.5621 0.04 -0.01 -0.01 -0.91
C 0.5118 -0.6774 5.2930 0.05 0.03 0.04 -0.64
C 1.3661 -0.9581 4.2387 -0.08 0.06 0.20 1.04
S 0.6560 -1.3142 2.6703 0.16 -0.11 -0.36 -0.24
N 2.0258 -1.3087 1.6256 -0.12 0.16 0.12 0.43
C 3.2298 -1.2661 2.0750 0.19 0.07 -0.13 1.00
C 4.3206 -1.2329 1.0481 -0.23 0.04 0.05 0.17
C 5.6687 -1.2111 1.3395 0.08 0.00 0.01 -0.65
C 6.5788 -1.1162 0.2939 -0.01 -0.01 0.03 -1.01
C 6.1122 -1.0530 -1.0023 0.02 0.00 -0.03 -0.90
C 4.7443 -1.0960 -1.2194 -0.09 -0.04 0.01 -0.69
N 3.8763 -1.1880 -0.2132 0.22 0.02 0.04 1.24
H 4.5849 -1.0907 3.5606 0.00 0.01 0.00 0.04
H 4.3209 -0.7444 5.8665 0.01 0.00 -0.01 0.42
H 2.7999 -0.2750 7.7536 0.00 0.00 0.01 0.40
H 0.3496 -0.2276 7.3815 0.00 0.00 0.01 0.42
H -0.5589 -0.6571 5.1274 0.00 0.00 -0.02 0.47
H 6.0410 -1.2637 2.3521 -0.01 0.00 0.01 0.56
H 7.6397 -1.0909 0.5018 0.00 0.00 0.00 0.44
H 6.7841 -0.9726 -1.8440 0.01 0.00 0.00 0.52
H 4.3205 -1.0722 -2.2172 0.01 0.00 0.00 0.49
I -3.0204 -3.1996 -7.2906 -0.09 -0.04 -0.07 0.10
C -1.4623 -2.6314 -6.0412 0.08 0.02 0.07 -0.30
C -1.7450 -2.1961 -4.7536 0.05 0.04 0.00 -0.40
C -0.7079 -1.7946 -3.9259 -0.09 0.02 0.00 0.57
C 0.6027 -1.8585 -4.3788 0.08 -0.04 -0.06 -0.23
C 0.8795 -2.3040 -5.6681 -0.09 -0.09 -0.01 -0.73
C -0.1531 -2.6835 -6.5078 0.00 0.02 0.04 -0.57
C 1.7415 -1.5007 -3.5017 -0.09 0.37 0.33 0.41
O 2.8917 -1.7725 -3.7507 0.07 0.00 -0.06 -0.66
O 1.4060 -0.8298 -2.3814 0.34 -0.27 -0.67 0.30
H -2.7667 -2.1629 -4.4026 -0.02 0.02 0.00 0.45
H -0.9190 -1.4223 -2.9308 0.02 -0.02 0.00 -0.02
H 1.9068 -2.3528 -6.0017 0.02 0.01 0.00 0.52
H 0.0561 -3.0206 -7.5131 0.00 0.00 -0.01 0.40
C -3.8681 6.2617 3.4189 -0.01 -0.02 0.00 -1.62
C -3.2486 5.0875 2.7175 -0.03 0.03 0.00 0.54
C -3.9025 4.4463 1.6742 -0.05 -0.02 -0.03 -0.90
C -3.3469 3.3717 0.9900 -0.12 0.11 0.02 0.84
C -4.1724 2.7224 -0.0859 0.00 -0.01 0.03 -1.18
C -2.0621 2.9514 1.3644 0.28 -0.04 0.06 0.34
Te -0.8852 1.4913 0.4361 -0.10 0.04 -0.06 0.17
N -0.2094 -1.1944 -0.1115 0.50 -0.18 0.11 0.98
C -1.0288 -2.1692 -0.1211 -0.12 -0.05 -0.09 0.03
O -0.7359 -3.4323 -0.4660 0.05 -0.02 -0.01 -0.66
C -2.4765 -2.0386 0.2047 0.04 0.08 0.06 -0.37
C -2.8814 -1.2484 1.2748 0.01 0.08 0.07 0.60
C -4.2306 -1.0439 1.5246 -0.01 -0.01 -0.04 -0.98
C -5.1814 -1.6259 0.6963 0.03 -0.01 -0.01 -0.52
C -4.7795 -2.4406 -0.3554 0.00 0.01 0.02 -0.82
C -3.4308 -2.6622 -0.5928 -0.01 0.01 -0.03 -0.44
C -1.6385 1.5108 -1.5296 0.07 0.01 -0.02 1.12
C -2.6581 0.6399 -1.9004 0.00 -0.05 -0.05 0.54
C -3.1323 0.6432 -3.1992 0.04 0.00 0.00 -0.79
C -2.5631 1.4999 -4.1328 0.00 -0.01 0.01 -1.05
C -1.5397 2.3509 -3.7563 -0.02 0.02 0.02 -0.92
C -1.0557 2.3854 -2.4462 0.00 0.04 -0.11 0.86
C 0.0622 3.3326 -2.1064 0.01 -0.02 0.03 -1.71
C -1.3902 3.5497 2.4577 -0.03 0.07 0.10 0.80
C -0.0329 3.0999 2.9510 -0.03 0.00 -0.04 -1.82
C -2.0009 4.6110 3.1055 0.05 -0.06 -0.02 -1.02
H -4.9166 6.3794 3.1519 0.00 -0.01 -0.01 0.36
H -3.3484 7.1835 3.1513 0.01 -0.01 -0.01 0.33
H -3.7980 6.1530 4.5013 0.01 -0.01 0.00 0.38
H -4.8919 4.7820 1.3855 0.00 0.01 0.01 0.39
H -5.2141 3.0174 0.0270 -0.01 0.01 -0.01 0.51
H -4.1265 1.6349 -0.0306 -0.01 0.04 0.04 -0.12
H -3.8465 3.0160 -1.0852 0.01 0.00 0.03 0.33
H -2.1371 -0.8168 1.9331 0.02 0.00 -0.03 0.52
H -4.5389 -0.4362 2.3656 0.00 0.00 0.00 0.49
H -6.2343 -1.4605 0.8815 -0.01 0.00 -0.01 0.43
H -5.5212 -2.9090 -0.9886 0.00 -0.01 -0.01 0.44
H -3.1133 -3.2995 -1.4075 0.01 -0.01 0.00 0.57
H -3.1087 -0.0244 -1.1774 0.01 -0.01 0.05 -0.50
H -3.9429 -0.0177 -3.4768 -0.01 0.00 -0.01 0.59
H -2.9183 1.5059 -5.1550 -0.01 0.00 0.00 0.43
H -1.1008 3.0206 -4.4856 -0.01 0.00 -0.01 0.43
H 0.0895 4.1537 -2.8208 0.02 -0.01 -0.01 0.55
H 1.0275 2.8243 -2.1374 0.00 -0.01 0.01 0.17
H -0.0340 3.7708 -1.1110 -0.04 -0.01 -0.01 0.30
H 0.0090 2.0269 3.1589 -0.03 -0.01 -0.01 0.20
H 0.2096 3.6144 3.8790 -0.01 0.00 0.00 0.48
H 0.7646 3.3186 2.2381 -0.03 0.01 -0.03 0.36
H -1.4868 5.0785 3.9376 -0.01 0.01 0.00 0.42
F 2.0997 0.7544 -0.4291 -0.08 0.23 0.39 -0.01
B 2.8660 1.8401 0.4783 0.03 -0.12 -0.37 0.63
F 4.1699 1.7182 0.0983 0.00 -0.04 0.04 -0.33
F 2.2672 3.0094 0.1297 -0.08 0.12 0.01 -0.32
F 2.6266 1.4633 1.7733 -0.05 -0.08 0.12 -0.23
C 2.6992 -4.7421 -2.2013 0.03 -0.08 -0.06 -1.17
C 2.7322 -4.1600 -0.8094 -0.10 0.21 0.23 -0.41
O 1.9598 -2.9612 -0.7318 0.00 -0.42 -0.42 -0.51
H 3.2229 -5.6991 -2.1957 0.00 0.00 -0.04 0.47
H 3.1745 -4.0804 -2.9232 0.01 0.01 0.03 0.23
H 1.6725 -4.9225 -2.5244 -0.01 -0.01 0.03 0.29
H 3.7497 -3.9166 -0.4907 0.02 -0.04 -0.06 0.31
H 2.3109 -4.8547 -0.0779 0.02 -0.02 -0.01 0.42
H 0.2185 -3.4698 -0.6791 -0.03 0.01 0.00 0.30
```
Forces are in eV/Å.

Properties
- Net charge: +1
- LUMO energy (alpha / beta): -3.06 / -4.67 eV
- Multiplicity: 2
- ΔE to the lowest compared entry with this formula, charge and spin: 0.00 kJ/mol
- HOMO level (alpha / beta): -10.3 / -10.3 eV
- <S²>: 0.760

Entry 3:
# C5H10O

One molecule with the formula C5H10O (the ωB97M-V functional and the def2-TZVPD basis, OMol25).

```
16
Properties=species:S:1:pos:R:3:forces:R:3:mulliken_charge:R:1
C -0.3765 1.3196 -1.6911 0.16 0.18 0.27 -1.37
C -0.4262 0.4688 -0.4181 0.15 0.29 0.39 0.39
C 0.4438 -0.7632 -0.4573 0.41 0.12 0.04 -0.71
C 0.1770 -1.3843 0.9008 0.05 -0.04 0.03 -0.61
C 0.1738 -0.0725 1.7448 -0.15 -0.09 0.07 -0.45
O 0.2335 1.0260 0.8027 -1.01 0.29 -0.24 -0.48
H -0.3307 2.3738 -1.4230 0.01 0.10 -0.08 0.32
H -1.2733 1.1753 -2.3198 0.29 -0.08 0.48 0.32
H 0.4864 1.0740 -2.3264 -0.09 0.11 0.35 0.31
H -1.4682 0.3215 -0.1160 -0.03 -0.29 -0.17 0.35
H 0.5801 -1.3693 -1.3542 -0.58 -0.07 0.16 0.40
H 1.3399 -0.1530 -0.2740 0.74 -1.07 -0.78 0.34
H 0.9568 -2.0994 1.1785 -0.10 0.19 0.18 0.30
H -0.7933 -1.8917 0.9743 0.20 0.07 -0.18 0.26
H 1.0243 -0.0633 2.4453 -0.20 0.44 -0.44 0.30
H -0.7476 0.0378 2.3335 0.16 -0.14 -0.07 0.33
```
Forces are in eV/Å.

Properties
- LUMO energy: 1.22 eV
- ΔE to the lowest compared entry with this formula, charge and spin: 123.71 kJ/mol
- SMILES: C[C@H]1CCCO1
- HOMO level: -9.7 eV

Number 1: electronic energy -74020.097 eV. Number 2: electronic energy -121356.529 eV. Number 3: electronic energy -7393.483 eV.